The following is a quantum chemistry calculation of a structure of composition C42H56HfN9O2PS, from OMol25.

Each line ends with the Mulliken charge.
Geometry (Å):
1 Hf -0.140 0.083 -0.031  1.1006
2 N 1.430 1.833 -4.033  -0.2473
3 C 1.168 1.223 -2.860  0.3392
4 S 0.008 1.983 -1.820  -0.5396
5 N 1.840 0.118 -2.646  -1.1816
6 N 1.560 -0.520 -1.449  0.9772
7 C 2.397 -1.467 -1.169  0.1686
8 C 3.508 -1.865 -2.068  0.1833
9 C 4.821 -1.633 -1.675  0.1387
10 C 5.872 -1.994 -2.507  -1.0539
11 C 5.612 -2.613 -3.721  -0.4763
12 C 4.300 -2.861 -4.109  -1.0087
13 C 3.251 -2.479 -3.291  0.2473
14 C 2.312 -2.051 0.184  -0.8403
15 C 3.154 -3.071 0.575  -0.2769
16 C 3.159 -3.463 1.907  -1.3223
17 C 2.331 -2.808 2.794  -0.9033
18 C 1.475 -1.827 2.316  -0.7491
19 N 1.441 -1.462 1.033  1.2619
20 H 1.096 2.767 -4.196  0.2649
21 H 2.195 1.485 -4.588  0.2618
22 H 5.028 -1.155 -0.724  0.5139
23 H 6.892 -1.797 -2.204  0.4330
24 H 6.430 -2.906 -4.365  0.4357
25 H 4.095 -3.348 -5.053  0.4579
26 H 2.230 -2.659 -3.604  0.3838
27 H 3.807 -3.536 -0.150  0.7344
28 H 3.813 -4.258 2.240  0.4964
29 H 2.320 -3.053 3.847  0.5671
30 H 0.790 -1.330 2.982  0.3570
31 C 2.862 1.869 0.151  -1.4894
32 N 1.648 1.334 0.786  0.8957
33 C 1.469 1.639 2.023  -0.4905
34 C 0.366 1.122 2.753  0.3227
35 C 0.007 1.311 4.074  -1.0531
36 C -1.145 0.527 4.281  -1.3983
37 C -1.418 -0.097 3.072  -0.9057
38 N -0.504 0.245 2.131  1.9804
39 C 2.715 3.219 -0.511  0.7557
40 C 3.399 3.456 -1.694  -0.1771
41 C 3.343 4.705 -2.303  -0.8247
42 C 2.599 5.725 -1.729  -0.5609
43 C 1.919 5.493 -0.538  -0.8557
44 C 1.979 4.248 0.067  0.0266
45 H 3.216 1.145 -0.582  -0.3769
46 H 3.632 1.940 0.925  0.8499
47 H 2.184 2.276 2.544  0.6186
48 H 0.524 1.929 4.793  0.6493
49 H -1.700 0.406 5.197  0.5671
50 H -2.214 -0.782 2.840  0.1567
51 H 3.978 2.658 -2.147  0.3984
52 H 3.887 4.880 -3.222  0.4388
53 H 2.558 6.698 -2.199  0.4291
54 H 1.350 6.292 -0.079  0.4328
55 H 1.431 4.075 0.987  0.3234
56 O -2.324 0.840 0.065  -0.3812
57 C -2.179 1.977 0.622  0.2971
58 O -1.073 2.500 0.784  -0.6398
59 C -3.425 2.687 1.105  -0.3398
60 N -2.930 3.937 1.814  0.1016
61 C -3.390 5.146 1.019  -0.6259
62 C -3.681 4.576 -0.359  -0.5448
63 C -4.295 3.211 -0.040  -0.7969
64 H -3.948 2.044 1.811  0.4382
65 H -1.901 3.854 1.785  0.2042
66 H -3.221 3.973 2.789  0.3988
67 H -2.611 5.902 1.058  0.4102
68 H -4.289 5.527 1.498  0.3622
69 H -2.759 4.470 -0.934  0.1755
70 H -4.357 5.222 -0.914  0.5024
71 H -4.282 2.520 -0.879  0.3217
72 H -5.329 3.321 0.290  0.4512
73 C -4.630 -4.083 1.535  -1.7302
74 C -4.075 -2.843 0.826  0.3238
75 C -4.378 -1.604 1.674  -1.4965
76 P -2.302 -2.961 0.224  1.5781
77 C -1.535 -4.210 1.348  0.2912
78 C -0.197 -4.694 0.795  -1.7456
79 C -1.389 -3.633 2.754  -1.4829
80 C -2.495 -3.943 -1.355  0.4632
81 C -2.962 -5.395 -1.178  -2.1096
82 C -3.397 -3.278 -2.406  -0.6913
83 H -5.691 -3.927 1.741  0.4750
84 H -4.142 -4.248 2.495  0.3016
85 H -4.543 -4.996 0.952  0.2700
86 H -4.632 -2.723 -0.106  0.3023
87 H -4.072 -1.759 2.712  0.3461
88 H -5.457 -1.429 1.693  0.5380
89 H -3.890 -0.706 1.293  -0.0194
90 H -2.216 -5.060 1.406  0.9918
91 H 0.446 -3.855 0.518  0.1921
92 H -0.310 -5.323 -0.088  0.3551
93 H 0.335 -5.279 1.549  0.5738
94 H -0.818 -2.709 2.746  -0.0425
95 H -0.872 -4.343 3.405  0.5759
96 H -2.353 -3.415 3.213  0.2781
97 H -1.474 -3.964 -1.752  0.2360
98 H -4.037 -5.438 -1.004  0.4205
99 H -2.463 -5.945 -0.383  0.3976
100 H -2.776 -5.932 -2.111  0.5092
101 H -4.239 -2.734 -1.977  0.1149
102 H -3.827 -4.053 -3.043  0.4844
103 H -2.860 -2.600 -3.055  0.0142
104 N -2.427 -0.073 -2.458  0.5036
105 C -2.612 -0.051 -3.780  -0.7358
106 C -1.549 -0.718 -4.353  -0.9797
107 C -0.763 -1.107 -3.270  -0.7415
108 N -1.293 -0.709 -2.113  -0.1325
109 H -2.990 0.332 -1.725  -0.0360
110 H -3.480 0.414 -4.217  0.5554
111 H -1.374 -0.904 -5.398  0.5139
112 H 0.154 -1.671 -3.276  0.5675

Calculated values
E_HOMO ... -12.65 eV
Lowest unoccupied orbital energy ... -5.5 eV
Total charge ... +2
Gap between HOMO and LUMO ... 0.26230 Eh
ΔE to the lowest compared entry with this formula, charge and spin ... 0.00 kcal per mole